(1)
A molecular structure, C14H17BiCl2N at a distorted geometry, computed with ωB97M-V with the def2-TZVPD basis set.

Last column: Löwdin charge in e.
Element x y z (Å)
Bi (0.454, 1.765, 0.997)  0.507
Cl (1.593, 2.956, -0.837)  -0.351
Cl (2.263, 0.584, 2.102)  -0.327
C (0.394, -0.614, -1.287)  -0.203
H (-0.109, -1.242, -0.304)  0.026
H (1.619, -0.620, -0.952)  0.050
C (-1.087, -1.545, -2.928)  -0.185
C (0.218, -1.644, -2.656)  -0.407
H (-1.880, -2.360, -2.640)  0.117
C (1.226, -0.792, -3.532)  -0.202
H (0.691, -2.740, -2.607)  0.147
C (0.658, 0.636, -3.496)  -0.282
H (2.190, -0.840, -3.014)  0.086
H (1.382, -1.067, -4.591)  0.098
C (-0.798, 0.703, -3.925)  -0.205
H (0.750, 0.989, -2.450)  0.006
H (1.282, 1.305, -4.110)  0.103
C (-1.672, -0.153, -2.967)  -0.223
H (-1.151, 1.741, -3.927)  0.099
H (-0.900, 0.314, -4.943)  0.099
H (-1.579, 0.288, -1.954)  0.094
H (-2.724, -0.150, -3.279)  0.092
N (-1.182, -0.233, 2.036)  0.051
C (-1.018, -0.919, 2.912)  -0.182
C (-0.768, -1.799, 4.042)  -0.196
C (-1.848, -2.412, 4.707)  -0.040
C (-1.617, -3.247, 5.802)  -0.088
C (-0.303, -3.471, 6.241)  -0.091
C (0.778, -2.873, 5.583)  -0.078
C (0.551, -2.030, 4.495)  -0.022
H (-2.863, -2.228, 4.353)  0.116
H (-2.462, -3.715, 6.319)  0.103
H (-0.116, -4.126, 7.097)  0.100
H (1.810, -3.044, 5.918)  0.109
H (1.370, -1.538, 3.968)  0.080

Output
total charge = -1
energy above the lowest of the compared OMol25 structures with the same formula, charge and spin = 41.1 kcal per mole
frontier orbital gap (spin up / spin down) = 0.176 / 0.167 Ha


(2)
A single C2H3NO3 molecule at a distorted geometry, computed with ωB97M-V with the def2-TZVPD basis set.

Last column: Löwdin charge in e.
Element x y z (Å)
O (0.998, -0.793, -1.556)  0.148
C (0.498, -0.295, -0.601)  -0.569
N (0.784, -0.310, 0.720)  0.107
O (-0.442, -0.080, 1.394)  -0.081
C (-1.063, 0.894, 0.543)  -0.142
O (-0.603, 0.515, -0.759)  0.052
H (1.220, -1.138, 1.168)  0.183
H (-2.187, 0.659, 0.702)  0.166
H (-0.750, 1.923, 0.805)  0.137

Output
SMILES = O=C1NOCO1
energy above the lowest of the compared OMol25 structures with the same formula, charge and spin = 64.7 kcal per mole
frontier orbital gap = 0.397 Ha


(3)
A molecular structure, C15H19CdN3O4PS3 at a distorted geometry, computed with ωB97M-V with the def2-TZVPD basis set.

Last column: Löwdin charge in e.
Element x y z (Å)
Cd (-1.053, 0.765, -3.450)  0.950
S (-0.053, 2.949, -3.812)  0.344
C (1.012, 2.666, -2.436)  -1.200
S (0.677, 1.183, -1.563)  0.387
C (2.073, 3.481, -2.147)  -0.408
C (2.199, 4.764, -2.784)  -0.278
N (2.304, 5.856, -3.107)  0.130
C (3.098, 3.166, -1.172)  -0.245
N (4.075, 2.889, -0.621)  0.135
O (-3.278, 0.107, -3.484)  -0.285
N (-3.334, -1.157, -3.486)  -0.290
C (-4.317, -1.778, -2.741)  -0.036
C (-4.441, -3.156, -2.774)  -0.080
C (-3.621, -3.905, -3.663)  -0.094
C (-2.678, -3.263, -4.453)  -0.089
C (-2.455, -1.822, -4.365)  -0.733
S (-1.247, -1.003, -5.198)  0.528
H (-5.020, -1.094, -2.177)  0.151
H (-5.257, -3.580, -2.191)  0.097
H (-3.780, -4.922, -3.798)  0.073
H (-1.986, -3.899, -5.040)  0.107
C (-1.861, -0.610, 0.438)  -0.096
C (-0.510, -1.242, 0.826)  -0.306
O (0.100, -0.270, 1.748)  -0.358
P (1.765, -0.273, 1.668)  0.876
O (2.055, -1.513, 2.665)  -0.321
C (2.010, -1.634, 4.019)  -0.317
C (3.413, -1.334, 4.678)  -0.071
O (1.858, 0.831, 2.864)  -0.345
C (2.214, 2.220, 2.566)  -0.226
C (1.003, 3.097, 3.056)  -0.060
H (-2.511, -1.381, -0.052)  0.069
H (-1.866, 0.220, -0.308)  0.041
H (-2.271, -0.304, 1.379)  0.059
H (0.190, -1.324, -0.061)  0.082
H (-0.584, -2.149, 1.381)  0.093
H (1.884, -2.644, 4.318)  0.096
H (1.316, -0.958, 4.474)  0.102
H (4.162, -2.007, 4.380)  0.039
H (3.378, -1.434, 5.774)  0.068
H (3.766, -0.312, 4.405)  0.074
H (2.452, 2.440, 1.569)  0.058
H (3.018, 2.355, 3.182)  0.076
H (0.040, 2.905, 2.538)  0.079
H (1.256, 4.112, 2.821)  0.053
H (0.803, 2.959, 4.132)  0.071

Output
total charge = -1
frontier orbital gap = 0.278 Ha


(4)
2 unconnected molecules or ions with the total composition C14H30O6S, computed with ωB97M-V with the def2-TZVPD basis set.

Last column: Löwdin charge in e.
Element x y z (Å)
C (1.447, -0.378, 0.321)  -0.105
O (1.309, 1.004, 0.561)  -0.185
C (-0.032, 1.386, 0.797)  -0.254
C (-0.213, 2.831, 0.362)  -0.172
C (-1.664, 3.320, 0.335)  -0.199
C (-2.481, 2.996, 1.597)  -0.202
C (-3.247, 1.675, 1.511)  -0.203
C (-4.423, 1.731, 0.523)  -0.197
C (-4.521, 0.548, -0.442)  -0.128
C (-4.670, -0.874, 0.118)  -0.270
C (-5.373, -1.030, 1.489)  -0.099
O (-4.546, -1.874, 2.304)  -0.180
S (-3.114, -2.162, 1.691)  0.585
O (-2.941, -3.564, 1.545)  -0.217
O (-2.137, -1.395, 2.384)  -0.229
O (-3.392, -1.532, 0.262)  -0.167
H (2.506, -0.586, 0.169)  0.076
H (1.085, -0.973, 1.169)  0.090
H (0.903, -0.678, -0.584)  0.091
H (-0.708, 0.721, 0.243)  0.113
H (-0.258, 1.263, 1.865)  0.130
H (0.225, 2.914, -0.637)  0.117
H (0.384, 3.476, 1.015)  0.119
H (-2.164, 2.910, -0.551)  0.106
H (-1.653, 4.404, 0.195)  0.107
H (-3.196, 3.803, 1.789)  0.109
H (-1.814, 2.968, 2.464)  0.112
H (-2.558, 0.886, 1.222)  0.072
H (-3.610, 1.412, 2.508)  0.117
H (-5.363, 1.834, 1.075)  0.107
H (-4.350, 2.635, -0.090)  0.109
H (-5.366, 0.708, -1.120)  0.120
H (-3.627, 0.525, -1.073)  0.127
H (-5.211, -1.464, -0.622)  0.148
H (-6.331, -1.535, 1.385)  0.134
H (-5.511, -0.086, 2.010)  0.116
C (6.304, -2.272, -0.112)  -0.079
C (5.108, -2.577, -0.996)  -0.283
O (4.598, -1.452, -1.690)  -0.171
C (5.494, -0.808, -2.578)  -0.282
C (6.004, -1.697, -3.699)  -0.081
H (6.061, -1.486, 0.604)  0.081
H (6.590, -3.168, 0.441)  0.077
H (7.172, -1.952, -0.690)  0.066
H (4.274, -2.921, -0.383)  0.116
H (5.346, -3.387, -1.694)  0.107
H (6.335, -0.369, -2.029)  0.108
H (4.919, 0.020, -2.994)  0.119
H (6.612, -2.522, -3.327)  0.065
H (6.625, -1.111, -4.378)  0.076
H (5.171, -2.114, -4.267)  0.081

Output
SMILES = COCCCCCCC[C@@H]1COS(=O)(=O)O1.CCOCC
energy above the lowest of the compared OMol25 structures with the same formula, charge and spin = 0.0 kcal per mole
frontier orbital gap = 0.366 Ha


(5)
A molecular structure, C4H7O2Tl at a distorted geometry, computed with ωB97M-V with the def2-TZVPD basis set.

Last column: Löwdin charge in e.
Element x y z (Å)
O (-2.355, -0.175, 0.283)  -0.297
C (-1.785, -0.113, -0.796)  -0.315
C (-0.378, -0.518, -1.030)  -0.182
H (0.447, -0.554, -1.762)  0.081
H (-2.204, 0.543, -1.589)  0.134
H (-0.552, -1.566, -1.346)  0.080
Tl (-1.728, -0.151, 2.374)  0.987
C (1.066, 0.960, 0.764)  -0.513
C (1.262, -0.465, 0.539)  -0.080
O (0.667, 1.406, 1.945)  -0.272
H (0.102, 0.926, -0.572)  0.156
H (1.852, -1.007, 1.294)  0.070
H (1.782, -0.869, -0.334)  0.047
H (1.825, 1.583, 0.233)  0.103

Output
energy above the lowest of the compared OMol25 structures with the same formula, charge and spin = 177.2 kcal per mole
frontier orbital gap (spin up / spin down) = 0.228 / 0.239 Ha


(6)
2 unconnected molecules or ions with the total composition C6H12O2 at a distorted geometry, computed with ωB97M-V with the def2-TZVPD basis set.

Last column: Löwdin charge in e.
Element x y z (Å)
C (1.105, 0.490, -1.514)  -0.060
C (0.338, -0.811, -0.865)  -0.214
C (-0.996, -0.952, -1.052)  -0.216
C (-1.901, -1.831, -0.255)  -0.120
H (2.044, 0.750, -1.025)  0.056
H (0.468, 1.372, -1.601)  0.063
H (1.402, 0.123, -2.504)  0.066
H (1.017, -1.640, -1.006)  0.115
H (-1.489, -0.330, -1.793)  0.091
H (-2.747, -1.273, 0.144)  0.064
H (-1.372, -2.290, 0.578)  0.067
H (-2.322, -2.635, -0.867)  0.064
C (-0.175, 1.483, 1.455)  0.020
C (0.913, 0.469, 1.280)  -0.527
O (0.695, -0.746, 1.073)  0.025
O (2.164, 0.830, 1.638)  0.110
H (-1.120, 1.076, 1.117)  0.085
H (-0.276, 1.760, 2.514)  0.103
H (0.038, 2.382, 0.862)  0.094
H (2.213, 1.774, 1.822)  0.114

Output
SMILES = C/C=C/C.CC(=O)O
energy above the lowest of the compared OMol25 structures with the same formula, charge and spin = 82.7 kcal per mole
frontier orbital gap = 0.277 Ha


(7)
A molecular structure, C47H45BN11P2Se2Tl, computed with ωB97M-V with the def2-TZVPD basis set.

Last column: Löwdin charge in e.
Element x y z (Å)
Tl (0.257, -0.062, 0.277)  0.928
C (-0.066, -2.229, -0.195)  -0.346
C (-1.157, -2.888, 0.544)  -0.124
C (-0.630, -3.831, 1.348)  -0.070
C (0.819, -3.863, 1.156)  -0.093
C (1.157, -2.943, 0.234)  -0.192
H (-0.210, -2.040, -1.256)  0.039
H (-2.202, -2.699, 0.390)  0.073
H (-1.185, -4.481, 2.008)  0.104
H (1.500, -4.523, 1.675)  0.106
H (2.145, -2.744, -0.148)  0.064
C (2.124, 3.085, -1.918)  -0.068
C (1.239, 3.359, -0.745)  -0.332
C (0.802, 4.633, -0.379)  -0.014
C (0.206, 4.466, 0.850)  -0.053
N (0.290, 3.175, 1.178)  0.022
N (0.901, 2.460, 0.191)  0.072
B (-0.195, 2.526, 2.495)  -0.666
N (0.864, 1.491, 2.974)  0.044
C (1.558, 1.583, 4.119)  -0.024
C (2.491, 0.574, 4.152)  0.007
C (2.319, -0.125, 2.960)  -0.314
C (3.128, -1.279, 2.474)  -0.009
N (1.327, 0.431, 2.257)  0.010
N (-1.582, 1.901, 2.208)  0.022
C (-2.786, 2.461, 2.385)  -0.052
C (-3.729, 1.678, 1.764)  -0.001
C (-3.008, 0.636, 1.186)  -0.339
C (-3.584, -0.490, 0.399)  -0.031
N (-1.703, 0.779, 1.450)  0.051
N (-0.343, 3.552, 3.607)  -0.032
C (-1.019, 3.395, 4.775)  -0.094
C (-0.586, 4.356, 5.649)  -0.015
C (0.400, 5.070, 4.932)  -0.351
C (1.228, 6.227, 5.398)  -0.033
N (0.555, 4.576, 3.718)  0.121
H (2.407, 4.039, -2.360)  0.075
H (1.646, 2.493, -2.694)  0.019
H (3.031, 2.565, -1.615)  0.054
H (0.972, 5.556, -0.907)  0.102
H (-0.209, 5.182, 1.536)  0.119
H (1.365, 2.376, 4.819)  0.121
H (3.217, 0.377, 4.922)  0.112
H (3.948, -1.462, 3.165)  0.087
H (3.557, -1.077, 1.490)  0.079
H (2.528, -2.182, 2.401)  0.060
H (-2.891, 3.386, 2.923)  0.126
H (-4.793, 1.832, 1.724)  0.110
H (-4.630, -0.280, 0.187)  0.087
H (-3.536, -1.416, 0.968)  0.068
H (-3.066, -0.627, -0.551)  0.058
H (-1.733, 2.601, 4.910)  0.126
H (-0.929, 4.528, 6.655)  0.104
H (0.704, 6.800, 6.161)  0.076
H (1.463, 6.888, 4.565)  0.075
H (2.171, 5.886, 5.828)  0.078
Se (-1.230, 0.830, -6.857)  0.698
P (-1.187, 2.421, -5.322)  0.755
C (-2.684, 3.371, -5.594)  -0.343
C (-3.230, 4.179, -4.595)  -0.075
C (-4.306, 4.995, -4.901)  -0.051
C (-4.846, 5.006, -6.180)  -0.054
C (-4.302, 4.207, -7.174)  -0.060
C (-3.216, 3.397, -6.886)  -0.115
C (0.193, 3.528, -5.589)  -0.342
C (0.316, 4.598, -4.698)  -0.075
C (1.300, 5.547, -4.905)  -0.060
C (2.161, 5.432, -5.991)  -0.050
C (2.039, 4.368, -6.870)  -0.062
C (1.052, 3.412, -6.674)  -0.103
C (-1.166, 1.702, -3.702)  -0.423
C (-0.360, 0.795, -3.019)  -0.444
N (-0.895, 0.692, -1.792)  -0.073
N (-1.950, 1.494, -1.706)  0.010
N (-2.132, 2.112, -2.839)  0.022
P (0.991, -0.343, -3.358)  0.643
Se (2.436, -0.314, -1.794)  0.505
C (1.745, 0.034, -4.958)  -0.343
C (1.351, -0.670, -6.103)  -0.166
C (2.012, -0.465, -7.311)  -0.083
C (3.075, 0.424, -7.374)  -0.061
C (3.476, 1.112, -6.237)  -0.061
C (2.820, 0.915, -5.029)  -0.088
C (0.175, -1.933, -3.583)  -0.392
C (0.944, -3.094, -3.515)  -0.090
C (0.336, -4.328, -3.671)  -0.050
C (-1.034, -4.408, -3.892)  -0.053
C (-1.801, -3.255, -3.959)  -0.053
C (-1.199, -2.013, -3.801)  -0.081
H (-2.844, 4.154, -3.588)  0.088
H (-4.732, 5.619, -4.128)  0.115
H (-5.691, 5.643, -6.403)  0.114
H (-4.714, 4.219, -8.174)  0.114
H (-2.779, 2.809, -7.683)  0.053
H (-0.344, 4.689, -3.843)  0.112
H (1.397, 6.377, -4.218)  0.115
H (2.927, 6.179, -6.150)  0.114
H (2.708, 4.281, -7.716)  0.114
H (0.949, 2.592, -7.371)  0.068
H (0.603, -1.449, -6.027)  0.091
H (1.720, -1.028, -8.188)  0.116
H (3.608, 0.563, -8.305)  0.116
H (4.316, 1.793, -6.283)  0.117
H (3.156, 1.422, -4.134)  0.084
H (2.006, -3.033, -3.310)  0.105
H (0.927, -5.231, -3.605)  0.114
H (-1.506, -5.376, -3.998)  0.112
H (-2.868, -3.320, -4.121)  0.112
H (-1.804, -1.117, -3.834)  0.101

Output
spin multiplicity = 2
total charge = +1
energy above the lowest of the compared OMol25 structures with the same formula, charge and spin = 14.0 kcal per mole
frontier orbital gap (spin up / spin down) = 0.282 / 0.170 Ha


(8)
A gas-phase ion, C8H17N2O2 (charge +1) at a distorted geometry, computed with ωB97M-V with the def2-TZVPD basis set.

Last column: Löwdin charge in e.
Element x y z (Å)
C (-0.032, -0.790, 2.242)  -0.031
C (-0.032, -0.927, 0.669)  -0.501
C (1.039, -2.035, 0.298)  -0.009
C (-1.434, -1.336, 0.323)  -0.038
C (0.385, 0.387, -0.115)  -0.277
C (1.835, 0.854, 0.103)  0.012
N (-0.537, 1.628, 0.216)  0.155
C (-1.212, 2.160, -0.965)  0.018
C (-0.593, 1.319, -2.110)  -0.409
O (-0.835, 1.307, -3.316)  0.089
N (0.142, 0.331, -1.575)  -0.087
O (0.716, -0.576, -2.389)  0.076
H (-0.664, 0.073, 2.527)  0.084
H (0.949, -0.524, 2.686)  0.090
H (-0.263, -1.796, 2.598)  0.102
H (0.820, -2.885, 0.964)  0.099
H (0.927, -2.451, -0.701)  0.089
H (2.017, -1.677, 0.531)  0.073
H (-2.189, -0.999, 1.178)  0.133
H (-1.386, -2.387, 0.392)  0.080
H (-1.890, -0.886, -0.576)  0.096
H (2.145, 0.620, 1.149)  0.099
H (1.928, 1.925, 0.100)  0.080
H (2.678, 0.516, -0.590)  0.140
H (0.018, 2.204, 0.790)  0.159
H (-1.156, 1.243, 0.862)  0.125
H (-1.262, 3.334, -1.043)  0.191
H (-2.318, 1.786, -0.976)  0.180
H (0.204, -0.417, -3.275)  0.182

Output
total charge = +1
SMILES = CC(C)(C)[C@]1(C)[NH2+]CC(=O)N1O
energy above the lowest of the compared OMol25 structures with the same formula, charge and spin = 63.7 kcal per mole
frontier orbital gap = 0.363 Ha